Entry from the Open Molecules 2025 dataset: 9 unconnected molecules or ions with the total composition C39H78F15N4O13 at a distorted geometry (the ωB97M-V functional and the def2-TZVPD basis).

Values from the calculation:
LUMO = 1.64 eV
highest occupied orbital energy = -4.86 eV
electronic energy = -115047.411 eV
ΔE to the lowest compared entry with this formula, charge and spin = 0.000 eV
net charge = -1
Kohn-Sham gap = 6.499 eV

CARTESIAN COORDINATES (ANGSTROEM)
C1 -20.907 -8.236 3.504
C2 -20.970 -6.866 4.207
C3 -20.005 -6.719 5.385
C4 -20.186 -5.319 5.907
N1 -19.794 -5.194 7.454
C5 -19.773 -3.741 7.766
C6 -18.300 -3.329 7.756
C7 -17.497 -4.512 7.209
C8 -18.375 -5.669 7.691
C9 -20.735 -6.003 8.273
H1 -21.097 -9.059 4.197
H2 -19.923 -8.407 3.011
H3 -21.671 -8.330 2.764
H4 -21.972 -6.642 4.566
H5 -20.726 -6.114 3.489
H6 -19.009 -6.840 4.971
H7 -20.179 -7.529 6.123
H8 -21.215 -4.919 5.816
H9 -19.567 -4.555 5.436
H10 -20.144 -3.592 8.796
H11 -20.431 -3.240 7.094
H12 -18.036 -3.225 8.849
H13 -18.270 -2.328 7.282
H14 -16.475 -4.667 7.647
H15 -17.407 -4.485 6.128
H16 -18.274 -5.767 8.808
H17 -18.314 -6.613 7.169
H18 -20.366 -5.905 9.307
H19 -20.881 -7.023 7.904
H20 -21.761 -5.641 8.107
C10 -28.619 -3.735 1.524
C11 -28.545 -5.101 2.249
O1 -29.390 -5.507 2.990
N2 -27.372 -5.743 2.086
H21 -26.921 -5.534 1.182
H22 -28.709 -1.509 6.743
C12 -27.235 -7.072 2.559
H23 -27.662 -3.478 1.073
H24 -28.929 -2.908 2.140
H25 -29.338 -3.751 0.699
H26 -28.135 -7.297 3.180
H27 -26.405 -7.174 3.290
H28 -27.192 -7.870 1.786
C13 -25.123 -3.425 13.630
C14 -26.004 -2.639 12.639
O2 -26.934 -3.262 12.082
N3 -25.557 -1.379 12.360
H29 -24.847 -1.063 12.980
H30 -26.871 -3.759 10.395
C15 -26.317 -0.519 11.440
H31 -24.092 -3.098 13.599
H32 -25.197 -4.477 13.316
H33 -25.577 -3.180 14.638
H34 -26.673 -1.080 10.584
H35 -25.657 0.284 11.118
H36 -27.195 -0.075 11.906
C16 -22.850 -2.827 9.001
C17 -22.783 -1.522 9.770
C18 -21.347 -1.072 9.848
O3 -20.776 -1.041 8.552
C19 -19.756 -0.067 8.426
N4 -23.566 -0.578 9.003
H37 -23.420 0.912 9.973
H38 -22.958 -0.321 8.242
H39 -24.443 -0.898 8.696
H40 -22.393 -2.644 8.020
H41 -23.900 -3.083 8.886
H42 -22.394 -3.668 9.516
H43 -23.179 -1.688 10.808
H44 -20.653 -1.739 10.383
H45 -21.266 -0.043 10.348
H46 -18.930 -0.159 9.126
H47 -20.143 0.971 8.519
H48 -19.384 -0.259 7.437
C20 -17.581 -3.536 3.214
O4 -16.327 -3.333 2.568
O5 -17.769 -2.829 4.242
C21 -18.623 -3.231 1.995
F1 -19.837 -3.592 2.408
F2 -18.786 -1.945 1.650
F3 -18.350 -3.859 0.825
C22 -15.306 -2.975 3.472
C23 -13.989 -2.852 2.752
H49 -13.454 -3.872 2.679
H50 -14.165 -2.444 1.737
H51 -13.279 -2.175 3.223
H52 -15.284 -3.764 4.292
H53 -15.545 -1.974 3.935
H54 -17.635 -4.651 3.409
C24 -18.722 -4.999 12.027
O6 -19.192 -6.178 12.728
O7 -18.649 -4.879 10.782
C25 -19.741 -3.909 12.401
F4 -20.907 -4.106 11.800
F5 -19.880 -3.750 13.665
F6 -19.289 -2.710 11.891
C26 -18.599 -7.336 12.296
C27 -19.236 -8.436 13.162
H55 -19.139 -8.054 14.166
H56 -20.276 -8.664 12.893
H57 -18.717 -9.369 13.048
H58 -17.450 -7.351 12.417
H59 -18.880 -7.452 11.208
H60 -17.797 -4.722 12.700
C28 -28.076 -2.389 5.128
O8 -26.864 -2.660 5.599
O9 -29.020 -2.234 6.160
C29 -28.057 -1.097 4.279
F7 -29.133 -0.823 3.401
F8 -27.884 -0.068 5.100
F9 -27.011 -1.063 3.437
C30 -26.260 -3.737 4.980
C31 -25.102 -4.181 5.862
H61 -24.805 -5.117 5.452
H62 -24.370 -3.357 5.621
H63 -25.377 -4.245 6.935
H64 -25.902 -3.424 3.991
H65 -27.060 -4.522 4.819
H66 -28.493 -3.166 4.466
C32 -22.715 2.659 10.456
O10 -21.570 2.803 11.201
O11 -23.480 1.526 10.739
C33 -23.782 3.777 10.660
F10 -24.478 3.988 9.540
F11 -24.555 3.561 11.721
F12 -23.064 5.006 10.771
C34 -21.772 2.681 12.604
C35 -20.355 2.481 13.290
H67 -19.841 1.562 12.929
H68 -19.794 3.309 12.850
H69 -20.401 2.605 14.354
H70 -22.371 1.751 12.797
H71 -22.353 3.508 13.013
H72 -22.456 2.654 9.330
C36 -27.673 -5.114 9.219
O12 -29.043 -4.974 9.493
O13 -27.039 -3.889 9.406
C37 -27.245 -6.246 10.169
F13 -27.625 -7.439 9.719
F14 -25.905 -6.309 10.299
F15 -27.771 -6.023 11.429
C38 -29.766 -4.343 8.485
C39 -31.181 -4.208 8.896
H73 -31.799 -3.957 8.003
H74 -31.641 -5.093 9.383
H75 -31.390 -3.423 9.547
H76 -29.725 -4.858 7.518
H77 -29.447 -3.307 8.257
H78 -27.542 -5.352 8.157

Mulliken population analysis, charges in e, atoms 1 to 2: number 1, C, carries -1.4995; number 2, C, carries -0.0812